[1]
Entry from the Open Molecules 2025 dataset: a molecular structure, C29H40IN3OS2Si2TeZn (wB97M-V/def2-TZVPD).

Each line ends with the Löwdin charge.
Atoms and positions in Å:
1 Zn -0.13963 0.83534 -0.05021  0.377
2 C -0.92456 -2.62378 2.51893  -0.026
3 C -0.23369 -1.45027 1.86980  -0.227
4 N -0.89876 -0.60772 1.15196  -0.039
5 N -2.28434 -0.75820 1.08775  -0.059
6 C -2.89437 0.03579 0.27234  -1.076
7 S -2.27639 1.26308 -0.81503  0.562
8 S -4.65613 -0.02874 0.22170  0.896
9 C -5.03475 -0.94311 1.74968  -0.416
10 C -4.98254 -0.06298 2.97413  -0.289
11 C -5.97852 0.88311 3.21197  -0.053
12 C -5.91742 1.71384 4.32066  -0.083
13 C -4.85458 1.60998 5.21288  -0.110
14 C -3.86083 0.66831 4.98720  -0.101
15 C -3.92326 -0.16028 3.87145  -0.042
16 C 1.21682 -1.27112 2.11212  -0.091
17 C 1.82643 -2.16869 3.01457  -0.052
18 C 3.13910 -2.06549 3.41136  -0.097
19 C 3.90507 -1.00134 2.93006  -0.082
20 C 3.35806 -0.11106 2.03889  -0.041
21 C 2.03786 -0.24120 1.55349  -0.382
22 O 1.68012 0.59177 0.60678  -0.320
23 H -1.96867 -2.64596 2.23793  0.054
24 H -0.84791 -2.56582 3.60591  0.090
25 H -0.44810 -3.55140 2.19752  0.094
26 H -4.32099 -1.75916 1.81674  0.062
27 H -6.03330 -1.34457 1.58004  0.078
28 H -6.80505 0.97195 2.51339  0.114
29 H -6.70237 2.44093 4.49440  0.103
30 H -4.80585 2.25835 6.07923  0.102
31 H -3.03471 0.57256 5.68332  0.105
32 H -3.14035 -0.88616 3.68947  0.097
33 H 1.23977 -2.97620 3.43001  0.095
34 H 3.56018 -2.78894 4.09830  0.098
35 H 4.93168 -0.87665 3.25629  0.106
36 H 3.93541 0.72177 1.65569  0.110
37 C 4.50488 -1.58446 -3.87206  -0.192
38 Si 4.42759 0.07553 -3.02190  0.363
39 C 5.00204 -0.09947 -1.26223  -0.187
40 C 5.48247 1.28617 -3.96940  -0.185
41 C 2.65820 0.69789 -2.99661  -0.544
42 Te 1.34156 -0.67809 -2.01382  1.339
43 C 0.65912 -1.56923 -3.84628  -0.579
44 Si -0.61806 -0.69055 -4.89812  0.372
45 C -0.68448 -1.64598 -6.50617  -0.188
46 C -2.27843 -0.75981 -4.07954  -0.179
47 C -0.12491 1.06832 -5.26829  -0.187
48 H 5.50757 -2.01283 -3.76368  0.036
49 H 4.28874 -1.50200 -4.94411  0.035
50 H 3.79059 -2.28691 -3.42796  0.016
51 H 6.07986 -0.28404 -1.19928  0.037
52 H 4.48290 -0.93228 -0.77870  0.025
53 H 4.77701 0.80619 -0.68665  0.032
54 H 6.53206 0.97004 -3.94491  0.033
55 H 5.42552 2.29708 -3.55248  0.033
56 H 5.17139 1.33309 -5.01862  0.032
57 H 2.24688 0.83019 -3.99946  -0.011
58 H 2.58310 1.65253 -2.46922  0.020
59 H 0.25505 -2.54498 -3.55727  0.010
60 H 1.57450 -1.76199 -4.41681  -0.001
61 H -0.94693 -2.69450 -6.32489  0.033
62 H 0.28414 -1.62572 -7.01892  0.031
63 H -1.43437 -1.22648 -7.18749  0.033
64 H -2.56153 -1.79637 -3.86308  0.040
65 H -3.04545 -0.33203 -4.73551  0.041
66 H -2.29463 -0.20130 -3.13848  -0.030
67 H 0.82300 1.11174 -5.81512  0.031
68 H -0.02683 1.66545 -4.35499  0.031
69 H -0.89089 1.53905 -5.89418  0.037
70 I 1.99358 2.47270 5.32767  0.883
71 C 0.38112 2.60974 4.01630  -0.709
72 C -0.89878 2.86027 4.48348  -0.130
73 C -1.93487 2.88828 3.56485  -0.049
74 C -1.65783 2.62842 2.23271  -0.134
75 N -0.42303 2.38914 1.78128  0.038
76 C 0.58878 2.41096 2.66088  -0.197
77 H -1.08173 3.02378 5.53895  0.101
78 H -2.95265 3.08726 3.87645  0.101
79 H -2.44952 2.59354 1.49308  0.071
80 H 1.57983 2.25369 2.25984  0.088

Results
Highest occupied orbital energy ... -7.6 eV
Energy ... -138481.00240 eV
HOMO-LUMO gap ... 7.74 eV
Energy above the lowest of the compared OMol25 structures with the same formula, charge and spin ... 0.303 eV
F_max ... 0.5 eV Å⁻¹

***

[2]
Entry from the Open Molecules 2025 dataset: a molecular structure, C29H41AuF5P2 at a distorted geometry (wB97M-V/def2-TZVPD).

Each line ends with the Mulliken spin population.
Atoms and positions in Å:
1 Au -0.22776 -2.59115 -1.33133  0.071
2 C 1.62471 3.85088 0.23318  0.232
3 C 0.93771 3.78740 1.47756  0.180
4 C 2.86260 2.53637 1.64257  0.180
5 C 2.79279 3.05873 0.32750  0.222
6 C 1.73728 3.01855 2.36294  0.081
7 C 1.21217 4.65809 -0.93044  0.004
8 H 0.12352 4.69933 -1.04994  -0.001
9 H 1.61925 4.27386 -1.87077  0.003
10 H 1.56237 5.69504 -0.82062  0.005
11 C 3.82873 2.89025 -0.70777  0.007
12 H 3.44055 3.12315 -1.70143  0.003
13 H 4.23184 1.87078 -0.71411  0.000
14 H 4.67227 3.57733 -0.55233  0.010
15 C 3.94852 1.68824 2.16539  -0.026
16 H 4.86095 2.26552 2.36379  0.030
17 H 4.21531 0.90393 1.44631  0.011
18 H 3.66607 1.22268 3.11147  0.004
19 C 1.46479 2.76527 3.78774  0.023
20 H 1.85553 3.57188 4.42264  -0.006
21 H 1.92810 1.83337 4.13258  -0.001
22 H 0.39426 2.67770 4.00080  0.000
23 C -0.34460 4.44927 1.78694  0.001
24 H -0.18572 5.46124 2.18056  0.028
25 H -0.92494 3.88593 2.52201  0.007
26 H -0.97539 4.52202 0.89471  -0.004
27 C -2.48257 -2.28559 -1.90044  0.543
28 C -2.80509 -0.87962 -2.09684  0.042
29 C -3.98258 -0.18410 -1.33734  0.016
30 C -4.73300 -0.95911 -0.25940  -0.003
31 C -3.87529 -1.66382 0.77759  0.024
32 C -3.45539 -2.95631 0.87462  0.007
33 C -3.25000 -3.93075 -0.24776  0.074
34 C -3.53742 -3.28319 -1.62650  0.006
35 H -4.69109 0.03901 -2.13785  0.004
36 H -5.44755 -1.61105 -0.77523  -0.002
37 H -3.69858 0.80717 -0.97362  0.002
38 H -4.55718 -2.88388 -1.68014  0.013
39 H -1.70544 -2.70355 -2.59631  0.053
40 H -2.94761 -0.65723 -3.17390  0.042
41 H -3.47581 -4.05464 -2.41807  0.010
42 H -2.19696 -4.25862 -0.29571  -0.008
43 H -3.29618 -3.38029 1.89776  0.000
44 H -3.88147 -4.80969 -0.06739  -0.005
45 H -5.34851 -0.21471 0.27760  0.000
46 H -3.78804 -1.03513 1.69180  0.003
47 P -1.14600 -0.12558 -1.70860  0.027
48 C -0.61817 -0.28473 -3.53506  0.016
49 C -0.70102 1.65171 -1.71568  0.011
50 P -0.04940 -0.46361 1.33949  0.006
51 C -1.45541 -0.11596 0.24170  0.010
52 C -0.62748 0.53936 2.75550  -0.002
53 C -0.72361 -2.09254 1.96278  0.001
54 H -0.15296 -1.25298 -3.68359  0.001
55 H 0.16699 0.45465 -3.64535  0.001
56 H -1.36273 -0.08340 -4.30977  -0.002
57 H -1.46032 2.43609 -1.82724  -0.002
58 H 0.03644 1.83141 -2.48935  0.003
59 H -0.17100 1.76380 -0.77328  0.014
60 H -1.15186 -2.67548 1.11361  -0.001
61 H -1.46876 -1.94862 2.76552  0.001
62 H 0.11704 -2.68147 2.34398  0.002
63 H -2.23903 -0.88306 0.40992  -0.019
64 H -1.97537 0.82674 0.50290  0.004
65 H -0.04832 0.19841 3.62995  -0.001
66 H -1.71926 0.39630 2.86770  0.001
67 H -0.39256 1.59053 2.52023  0.000
68 F 2.73799 -0.76330 -0.75263  -0.001
69 C 3.01276 -2.06874 -1.00308  0.017
70 C 1.94270 -2.96490 -1.17976  0.003
71 C 2.39522 -4.27458 -1.26463  0.015
72 F 1.48507 -5.28204 -1.26908  0.001
73 C 3.75563 -4.67783 -1.24904  0.007
74 F 4.07516 -5.98487 -1.30790  0.001
75 C 4.78186 -3.75438 -1.12753  -0.002
76 F 6.08124 -4.13459 -1.06956  0.000
77 C 4.37369 -2.43599 -0.95206  0.003
78 F 5.33632 -1.53089 -0.70289  0.000

Results
Highest occupied orbital energy (alpha / beta) ... -9.3 / -9.2 eV
Spin multiplicity ... 3
Energy ... -66580.63103 eV
HOMO-LUMO gap (alpha / beta) ... 4.34 / 3.22 eV
Net charge ... +1
Energy above the lowest of the compared OMol25 structures with the same formula, charge and spin ... 3.021 eV
F_max ... 3.2 eV Å⁻¹
<S²> ... 2.0222

***

[3]
Entry from the Open Molecules 2025 dataset: a molecular structure, C29H41BCoN8O2 (wB97M-V/def2-TZVPD).

Each line ends with the Löwdin charge.
Atoms and positions in Å:
1 Co 0.21030 0.64100 -0.03188  0.594
2 C -2.08014 -1.91035 1.91551  -0.067
3 C -1.48734 -1.24253 3.14959  -0.323
4 C -2.64744 -0.78059 4.04881  -0.051
5 C -0.45025 -0.12050 3.05879  -0.203
6 C 0.08043 0.36162 4.26409  -0.008
7 C 0.97227 1.34852 3.92722  -0.032
8 N 0.98096 1.44396 2.60001  -0.011
9 N 0.12468 0.56206 2.03491  0.067
10 B 1.81283 2.37412 1.73465  -0.528
11 N 2.71680 1.56418 0.81032  -0.007
12 C 4.04340 1.62119 0.73244  -0.038
13 C 4.43639 0.84715 -0.32543  -0.010
14 C 3.26834 0.31583 -0.88332  -0.194
15 N 2.20336 0.77020 -0.17342  0.082
16 C 3.44559 -0.63589 -2.05547  -0.344
17 C 2.30400 -0.94620 -3.00701  -0.061
18 C 4.05387 -1.92957 -1.49939  -0.056
19 N 0.91770 3.18991 0.80114  0.001
20 C 0.85828 4.51533 0.72028  -0.035
21 C 0.04513 4.83972 -0.33487  -0.004
22 C -0.37744 3.63024 -0.88994  -0.197
23 N 0.13951 2.60964 -0.15837  0.084
24 C -1.13080 3.70874 -2.20416  -0.339
25 C -0.09262 3.81356 -3.33506  -0.041
26 C -2.17897 2.68034 -2.57688  -0.040
27 H -2.63222 -2.79313 2.24334  0.097
28 H -1.33338 -2.22992 1.20460  0.014
29 H -2.79229 -1.27539 1.39773  0.063
30 H -0.95449 -2.02180 3.70250  0.141
31 H -3.18705 0.05094 3.59117  0.076
32 H -2.30954 -0.45865 5.03164  0.073
33 H -3.35417 -1.60044 4.18973  0.089
34 H -0.16306 0.01210 5.25305  0.115
35 H 1.59987 1.98453 4.53019  0.134
36 H 2.46065 3.09056 2.44302  0.132
37 H 4.60536 2.22493 1.42685  0.133
38 H 5.43927 0.67851 -0.68136  0.120
39 H 4.21891 -0.14690 -2.65267  0.138
40 H 1.53036 -1.55212 -2.54467  0.050
41 H 2.70694 -1.50354 -3.85507  0.090
42 H 1.82485 -0.04932 -3.38910  0.076
43 H 3.37917 -2.37652 -0.76910  0.061
44 H 5.00511 -1.74701 -0.99949  0.078
45 H 4.22310 -2.64878 -2.30339  0.088
46 H 1.42787 5.12766 1.40102  0.134
47 H -0.20548 5.82279 -0.69773  0.122
48 H -1.64691 4.66781 -2.13195  0.134
49 H 0.46381 2.87731 -3.42126  0.085
50 H 0.61868 4.61979 -3.15642  0.083
51 H -0.59202 4.00146 -4.28679  0.087
52 H -1.71251 1.73727 -2.83848  0.060
53 H -2.70478 3.02640 -3.46717  0.100
54 H -2.92258 2.53993 -1.79132  0.078
55 O -1.51677 -0.84941 -3.13119  0.120
56 C -1.23746 -0.26438 -2.11248  -0.584
57 O -0.06049 0.22565 -1.82206  -0.105
58 C -2.25533 0.07287 -1.06125  -0.195
59 C -3.61628 -0.10640 -1.19740  0.029
60 C -4.44396 0.46026 -0.24363  -0.016
61 C -3.87595 1.19301 0.79215  -0.027
62 C -2.50060 1.27663 0.89290  -0.084
63 N -1.70932 0.69331 -0.01561  0.047
64 H -3.98367 -0.62472 -2.07285  0.139
65 H -5.51951 0.36246 -0.31791  0.125
66 H -4.49155 1.68727 1.53108  0.122
67 H -2.01777 1.82534 1.68659  0.130
68 C 1.33593 -4.51041 -0.94798  -0.028
69 C 0.17305 -3.89513 -0.15900  -0.552
70 C -1.14836 -4.11299 -0.91363  -0.012
71 C 0.11826 -4.49130 1.25463  -0.018
72 C 0.36181 -2.42778 -0.04956  -0.045
73 N 0.48287 -1.29605 0.06327  0.235
74 H 1.10850 -5.56513 -1.10454  0.099
75 H 2.27345 -4.43975 -0.39898  0.088
76 H 1.46008 -4.03455 -1.92075  0.090
77 H -1.30412 -5.18631 -1.02632  0.102
78 H -1.11860 -3.65918 -1.90551  0.097
79 H -1.99488 -3.69862 -0.36483  0.084
80 H 0.08482 -5.57726 1.16430  0.102
81 H -0.76930 -4.16523 1.79617  0.069
82 H 1.00277 -4.22237 1.83299  0.101

Results
Highest occupied orbital energy (alpha / beta) ... -11.5 / -11.5 eV
Energy ... -85055.86314 eV
HOMO-LUMO gap (alpha / beta) ... 8.47 / 8.47 eV
Net charge ... +1
Energy above the lowest of the compared OMol25 structures with the same formula, charge and spin ... 0.000 eV
F_max ... 0.8 eV Å⁻¹